Record 1
# C41H42ClGe2N3OS2SiW

A molecular structure, C41H42ClGe2N3OS2SiW (wB97M-V/def2-TZVPD, the Open Molecules 2025 dataset).

Last column: Mulliken charge in e.
CARTESIAN COORDINATES (ANGSTROEM)
1 W 0.080 -0.397 -1.727  -0.1638
2 C 2.666 -5.055 -2.126  -0.8290
3 S 3.608 -3.606 -2.639  0.0268
4 C 2.467 -2.311 -2.497  0.5265
5 S 0.824 -2.636 -1.951  -0.3768
6 N 2.947 -1.143 -2.795  -1.6706
7 N 2.032 -0.141 -2.643  0.7462
8 C 2.349 1.036 -3.044  -0.8570
9 C 1.307 2.058 -2.932  1.1764
10 C 1.501 3.338 -3.501  -0.9520
11 C 0.467 4.282 -3.429  -0.8501
12 C -0.725 3.929 -2.881  -0.9324
13 C -0.988 2.555 -2.365  -0.0284
14 N 0.188 1.684 -2.351  0.8098
15 H 3.378 -5.876 -2.176  0.3921
16 H 1.844 -5.252 -2.808  0.3579
17 H 2.304 -4.949 -1.106  0.2174
18 H 3.315 1.239 -3.491  0.4351
19 H 2.450 3.565 -3.962  0.5748
20 H 0.617 5.280 -3.817  0.4686
21 H -1.546 4.631 -2.822  0.4993
22 H -1.696 2.065 -3.055  0.3764
23 C -5.898 -0.595 -0.635  -1.3310
24 Ge -4.467 -1.277 -1.801  0.9261
25 C -4.593 -0.429 -3.554  -1.2325
26 C -4.613 -3.222 -1.998  -1.2236
27 Ge -2.244 -1.035 -0.772  0.4139
28 C -1.638 2.580 -0.992  0.3058
29 C -2.889 2.010 -0.780  -1.2641
30 C -3.451 2.018 0.494  -0.3151
31 C -2.768 2.602 1.549  -0.7575
32 C -1.529 3.193 1.333  -0.4907
33 C -0.971 3.182 0.067  0.1250
34 C -2.266 -1.948 0.936  0.9312
35 C -1.043 -2.357 1.483  0.1129
36 C -0.998 -3.081 2.666  -0.5033
37 C -2.178 -3.401 3.322  -0.6176
38 C -3.403 -3.011 2.792  -0.8850
39 C -3.445 -2.298 1.606  -0.0121
40 H -6.354 0.289 -1.082  0.4398
41 H -5.544 -0.332 0.360  0.3265
42 H -6.669 -1.358 -0.531  0.4953
43 H -5.562 -0.687 -3.985  0.4571
44 H -3.805 -0.787 -4.212  0.3469
45 H -4.533 0.658 -3.496  0.3794
46 H -5.578 -3.470 -2.441  0.4433
47 H -4.540 -3.712 -1.027  0.4135
48 H -3.828 -3.612 -2.647  0.3718
49 H -3.442 1.601 -1.618  0.8771
50 H -4.433 1.593 0.651  0.3536
51 H -3.204 2.609 2.539  0.4675
52 H -0.994 3.649 2.156  0.4928
53 H -0.008 3.645 -0.109  0.3801
54 H -0.113 -2.109 0.986  -0.2110
55 H -0.042 -3.385 3.072  0.4266
56 H -2.146 -3.963 4.247  0.4270
57 H -4.321 -3.273 3.301  0.4321
58 H -4.407 -2.016 1.197  0.1296
59 O 0.746 0.019 -0.007  0.3818
60 Si 1.943 0.376 1.103  -0.4809
61 C 1.171 1.336 2.499  0.5014
62 C 1.757 2.468 3.066  -0.4138
63 C 1.185 3.095 4.167  -0.7470
64 C 0.025 2.584 4.731  -0.7259
65 C -0.567 1.450 4.188  -0.7307
66 C -0.004 0.842 3.078  0.1124
67 C 3.246 1.369 0.198  0.7314
68 C 4.437 0.797 -0.255  -0.2781
69 C 5.337 1.523 -1.024  -0.7697
70 C 5.071 2.848 -1.340  -0.8103
71 C 3.905 3.447 -0.876  -0.6650
72 C 3.006 2.711 -0.118  0.1288
73 C 2.561 -1.262 1.748  0.6649
74 C 3.104 -2.228 0.894  0.4627
75 C 3.533 -3.456 1.374  -1.0832
76 C 3.423 -3.747 2.728  -0.7078
77 C 2.892 -2.802 3.594  -0.8441
78 C 2.467 -1.572 3.108  -0.4567
79 H 2.677 2.867 2.653  0.4476
80 H 1.652 3.974 4.592  0.4383
81 H -0.414 3.064 5.597  0.3844
82 H -1.469 1.043 4.630  0.5096
83 H -0.484 -0.036 2.658  -0.0527
84 H 4.677 -0.228 -0.004  0.3769
85 H 6.252 1.056 -1.366  0.4631
86 H 5.781 3.420 -1.925  0.4037
87 H 3.706 4.490 -1.091  0.5161
88 H 2.110 3.196 0.251  0.2087
89 H 3.211 -2.020 -0.163  0.1012
90 H 3.967 -4.180 0.696  0.5265
91 H 3.758 -4.703 3.107  0.4197
92 H 2.814 -3.019 4.652  0.4465
93 H 2.059 -0.845 3.799  0.3443
94 Cl -1.007 -0.448 -3.903  -0.3825

The value obtained for the highest occupied orbital energy (spin up / spin down) is -10.1248 / -11.1239 eV. For the HOMO-LUMO gap (spin up / spin down), the calculation gives 6.43 / 6.38 eV. As for the spin multiplicity: 4. The charge is +1.

***

Record 2
# C9H13N4

A gas-phase ion, C9H13N4 (charge +1) (wB97M-V/def2-TZVPD, the Open Molecules 2025 dataset).

Last column: Mulliken charge in e.
CARTESIAN COORDINATES (ANGSTROEM)
1 C 1.020 -1.898 0.125  -0.2624
2 C 1.104 -0.765 -0.684  -1.0553
3 C 0.075 0.342 1.144  -0.0240
4 C 0.043 -0.593 3.213  -0.0962
5 C 0.221 0.779 3.362  -0.6322
6 C 0.055 -0.414 -2.982  -0.6579
7 C 0.515 0.937 -2.480  -0.6509
8 C 0.103 -0.147 -1.492  1.3084
9 C -1.288 0.009 -1.040  -1.1280
10 N 0.505 -2.006 1.348  -0.9826
11 N 0.115 -0.792 1.807  0.7371
12 N 0.107 1.392 2.083  -0.2409
13 N -1.143 0.728 0.257  -0.1154
14 H 1.804 -2.631 -0.234  0.3719
15 H -0.225 -1.472 3.850  0.4039
16 H -0.093 1.326 4.182  0.3769
17 H -0.987 -0.298 -3.363  0.2404
18 H 0.751 -1.181 -3.337  0.3163
19 H 1.546 1.421 -2.362  0.2749
20 H -0.142 1.759 -2.481  0.2530
21 H -1.655 -1.048 -0.852  0.2576
22 H -1.964 0.591 -1.677  0.5304
23 H 0.612 2.294 1.768  0.2892
24 H -1.138 1.684 0.018  0.4104
25 H 2.109 -0.647 -0.990  0.6803
26 H -2.051 0.631 0.820  0.3952

The value obtained for the highest occupied orbital energy is -11.5440 eV. For the HOMO-LUMO gap, the calculation gives 7.85 eV. The charge is +1.

***

Record 3
# C18H22IrNO2Te

A molecular structure, C18H22IrNO2Te (wB97M-V/def2-TZVPD, the Open Molecules 2025 dataset).

Last column: Mulliken charge in e.
CARTESIAN COORDINATES (ANGSTROEM)
1 Ir 0.171 0.300 1.277  0.7420
2 C 1.307 4.992 2.491  -1.4691
3 C 1.643 3.485 2.525  0.4089
4 C 2.357 3.078 3.807  -1.7132
5 C 0.450 2.662 2.167  0.5329
6 C -0.049 2.663 0.838  -0.6319
7 C -1.288 2.088 0.519  -0.4893
8 C -2.081 1.455 1.512  0.5737
9 C -3.463 0.998 1.216  -1.3786
10 C -1.526 1.357 2.818  -0.9637
11 C -0.296 1.940 3.140  -0.1777
12 H 2.205 5.557 2.733  0.4187
13 H 0.541 5.229 3.233  0.4024
14 H 0.939 5.320 1.519  0.4153
15 H 2.366 3.378 1.701  0.2730
16 H 1.829 3.427 4.697  0.4190
17 H 3.331 3.562 3.851  0.4391
18 H 2.500 1.999 3.887  0.4009
19 H 0.468 3.237 0.078  0.6532
20 H -1.697 2.211 -0.478  0.5335
21 H -3.466 0.039 0.690  0.2926
22 H -3.968 1.705 0.557  0.3988
23 H -4.047 0.867 2.125  0.4227
24 H -2.114 0.903 3.608  0.5220
25 H 0.023 1.943 4.175  0.5114
26 C 3.167 -0.268 0.740  -0.9308
27 C 1.806 -0.282 0.155  0.5137
28 O 1.412 -0.660 -0.892  -0.2649
29 H 3.692 -1.172 0.416  0.3870
30 H 3.177 -0.205 1.827  0.3396
31 H 3.713 0.587 0.326  0.3256
32 O -0.224 -2.477 0.825  -0.1904
33 N -0.214 -1.497 1.436  0.2538
34 Te -0.233 -3.621 -1.926  0.6775
35 C -0.743 -4.413 -3.772  0.6899
36 C -1.748 -5.396 -3.899  -0.3839
37 C -2.053 -5.886 -5.147  -0.5227
38 C -1.420 -5.376 -6.286  -0.3586
39 C -0.413 -4.415 -6.159  -0.5796
40 C -0.077 -3.923 -4.919  -0.3772
41 H -2.281 -5.756 -3.029  0.3408
42 H -2.781 -6.679 -5.251  0.4082
43 H -1.705 -5.735 -7.266  0.4239
44 H 0.110 -4.063 -7.038  0.4020
45 H 0.681 -3.155 -4.828  0.3095

The value obtained for the highest occupied orbital energy (spin up / spin down) is -17.3386 / -17.5608 eV. For the HOMO-LUMO gap (spin up / spin down), the calculation gives 6.38 / 4.37 eV. As for the spin multiplicity: 6. The charge is +3.

***

Record 4
# C5H2ClF3NO2S

A molecular structure, C5H2ClF3NO2S (wB97M-V/def2-TZVPD, the Open Molecules 2025 dataset).

Last column: Mulliken charge in e.
CARTESIAN COORDINATES (ANGSTROEM)
1 C 0.233 1.614 0.229  -0.0321
2 C 0.165 -0.736 -0.292  0.0869
3 C 1.299 2.581 0.210  0.6803
4 C -2.083 0.032 0.090  -0.3011
5 C 1.368 -1.553 -0.408  0.7981
6 N -1.057 -0.914 -0.049  -0.3038
7 O 2.321 3.051 0.591  -0.5666
8 O 0.651 2.471 -0.961  -0.3734
9 F 1.708 -2.159 0.726  -0.2102
10 F 1.361 -2.507 -1.389  -0.2664
11 F 2.464 -0.806 -0.773  -0.2582
12 S -1.418 1.672 0.736  -0.1901
13 Cl -1.328 -2.721 1.304  -0.6374
14 H -2.730 0.313 -0.734  0.2757
15 H -2.954 -0.339 0.720  0.2982

The value obtained for the highest occupied orbital energy (spin up / spin down) is -4.0871 / -4.0834 eV. For the HOMO-LUMO gap (spin up / spin down), the calculation gives 6.85 / 6.84 eV. The charge is -1.

***

Record 5
# C4H5Cl2FO

C4H5Cl2FO in the gas phase (wB97M-V/def2-TZVPD, the Open Molecules 2025 dataset).

Last column: Mulliken charge in e.
CARTESIAN COORDINATES (ANGSTROEM)
1 C -1.880 0.390 0.218  -1.0971
2 C -0.531 -0.132 0.626  -0.3488
3 C 0.423 -0.657 -0.469  0.2344
4 O 0.079 -1.486 -1.290  -0.5053
5 C 1.860 -0.078 -0.531  0.5381
6 F 2.493 -0.614 -1.592  -0.1782
7 Cl 1.680 1.675 -0.664  -0.1115
8 Cl 2.856 -0.448 1.004  -0.1466
9 H -2.337 -0.291 -0.511  0.3086
10 H -2.544 0.583 1.056  0.3330
11 H -1.713 1.360 -0.325  0.2701
12 H 0.064 0.665 1.197  0.3498
13 H -0.451 -0.967 1.281  0.3536

The value obtained for the highest occupied orbital energy is -10.4758 eV. For the HOMO-LUMO gap, the calculation gives 10.57 eV.

***

Record 6
# C21H53N3NaO7

A molecular structure, C21H53N3NaO7 (wB97M-V/def2-TZVPD, the Open Molecules 2025 dataset).

Last column: Mulliken charge in e.
CARTESIAN COORDINATES (ANGSTROEM)
1 Na 24.796 19.018 2.057  1.0023
2 C 23.365 22.576 2.093  -0.8003
3 O 23.269 22.127 0.745  0.2169
4 C 22.928 23.259 -0.088  -0.8839
5 C 22.603 22.911 -1.538  -1.0864
6 N 22.571 24.089 -2.350  -0.2827
7 C 22.076 23.727 -3.696  -0.5826
8 C 22.148 24.927 -4.607  -0.7729
9 O 23.499 25.082 -5.016  -0.2853
10 C 23.621 25.990 -6.072  -0.8495
11 H 23.730 21.718 2.683  0.0444
12 H 22.393 22.762 2.499  0.3555
13 H 24.093 23.443 2.157  0.3316
14 H 23.669 24.041 -0.088  0.3759
15 H 22.016 23.716 0.360  0.3167
16 H 21.683 22.431 -1.545  0.6235
17 H 23.349 22.228 -1.911  0.4795
18 H 23.505 24.468 -2.345  0.4822
19 H 21.039 23.436 -3.662  0.4212
20 H 22.641 22.879 -4.123  0.2722
21 H 21.780 25.824 -4.156  0.3696
22 H 21.603 24.774 -5.501  0.6146
23 H 24.681 26.224 -6.204  0.2562
24 H 23.143 26.967 -5.748  0.3362
25 H 23.362 25.547 -7.003  0.3339
26 C 19.629 20.575 4.627  -0.6335
27 O 20.672 19.694 4.882  -0.4263
28 C 21.695 20.052 3.986  0.1715
29 C 21.567 19.096 2.845  -1.3086
30 N 22.487 19.419 1.776  0.5112
31 C 22.529 18.399 0.793  -1.2179
32 C 23.297 18.988 -0.435  -0.1769
33 O 24.713 19.184 -0.188  -0.3625
34 C 25.307 19.956 -1.145  -0.5658
35 H 18.801 20.220 5.244  0.3431
36 H 19.342 20.566 3.585  0.2651
37 H 19.845 21.602 4.930  0.2368
38 H 22.593 19.889 4.557  -0.5790
39 H 21.708 21.016 3.528  0.3977
40 H 20.643 19.251 2.350  0.5481
41 H 21.668 18.112 3.212  0.6627
42 H 22.218 20.320 1.358  -0.1206
43 H 21.532 18.064 0.488  0.5736
44 H 23.001 17.569 1.144  0.4898
45 H 22.778 19.958 -0.752  -0.0055
46 H 23.146 18.296 -1.263  0.5818
47 H 26.367 20.192 -1.048  0.1365
48 H 24.741 20.905 -1.118  -0.2134
49 H 25.180 19.550 -2.114  0.5064
50 C 25.258 25.915 -2.382  -0.8064
51 O 25.369 24.680 -1.701  -0.3153
52 C 26.457 24.625 -0.743  -1.2326
53 C 26.558 23.195 -0.304  0.8348
54 N 27.732 22.982 0.546  -0.3726
55 C 27.910 21.578 0.962  -1.1654
56 C 26.711 20.960 1.729  1.4039
57 O 26.882 19.569 1.895  -0.3630
58 C 27.833 19.429 2.941  -0.9906
59 H 24.329 25.987 -2.943  0.1539
60 H 26.059 26.218 -2.988  0.3946
61 H 25.172 26.724 -1.640  0.3205
62 H 26.255 25.290 0.090  0.4021
63 H 27.362 24.881 -1.238  0.4682
64 H 26.531 22.563 -1.205  0.1707
65 H 25.653 22.897 0.243  -0.6073
66 H 27.613 23.475 1.376  0.3170
67 H 28.791 21.569 1.531  0.5999
68 H 28.111 20.921 0.077  0.3500
69 H 25.800 21.093 1.203  -1.0129
70 H 26.462 21.580 2.621  0.1580
71 H 27.913 18.390 3.073  0.4482
72 H 27.570 19.761 3.947  0.2787
73 H 28.832 19.833 2.643  0.3505
74 C 25.992 18.015 6.000  -1.4713
75 C 25.235 18.098 4.712  0.4184
76 C 23.880 17.375 4.833  -0.8710
77 O 25.017 19.454 4.363  -0.4474
78 H 26.199 16.911 6.169  0.3491
79 H 25.322 18.408 6.771  0.4091
80 H 26.920 18.514 5.963  0.4101
81 H 25.894 17.650 3.946  0.2784
82 H 23.269 17.956 5.567  0.2824
83 H 24.079 16.299 5.088  0.5287
84 H 23.398 17.360 3.826  -0.0971
85 H 24.807 19.993 5.116  0.3226

The value obtained for the highest occupied orbital energy is -10.8861 eV. For the HOMO-LUMO gap, the calculation gives 8.76 eV. The charge is +1.

***

Asked for max |F| across the records above, the calculation gives 0.5; 3.7; 3.1; 5.4; 3.4; 4.0 eV Å⁻¹ in order.
Asked for ΔE to the lowest compared entry with this formula, charge and spin across the records above, the calculation gives 14.88; 149.61; 3.69; 74.02; 0.00; 0.00 kcal per mole in order.